1.
A single C4H8OS2 molecule in a non-equilibrium geometry, computed with wB97M-V/def2-TZVPD.

**Relative energy (zero: lowest compared OMol25 entry of this formula, charge and spin)**: 36.25 kcal/mol
**Molecular weight**: 136.241 g mol⁻¹
**HOMO-LUMO gap**: 8.63 eV
**Total energy**: -1028.765272 hartree
**SMILES**: CSC(=S)[C@@H](C)O

Each line ends with the Mulliken charge.
Atoms and positions in Å:
C -1.5753 1.2759 -1.3252  -0.837
S -0.1605 0.4039 -2.0353  0.017
C 1.0089 0.0676 -0.8521  0.244
S 2.5119 -0.3193 -1.2505  -0.278
C 0.4878 -0.0441 0.7402  0.086
C 0.1539 -1.5011 1.0476  -1.012
O 1.3606 0.5482 1.6613  -0.526
H -2.1081 1.7501 -2.1659  0.315
H -1.1593 1.9658 -0.6430  0.325
H -2.3316 0.5900 -0.7892  0.266
H -0.4338 0.6720 0.8339  0.134
H 0.9940 -2.0808 1.4225  0.333
H -0.3597 -2.0596 0.0667  0.241
H -0.6522 -1.3495 1.7711  0.309
H 2.2633 0.0810 1.5179  0.383

Atomic forces in eV per Å
-1.45 -1.88 0.35
-0.32 -0.12 -1.39
-1.15 -0.01 3.21
0.67 -0.17 -0.03
-0.74 2.11 -2.10
-2.31 -0.31 -2.38
2.41 -1.63 -0.75
0.47 -0.07 0.38
-0.05 1.10 0.65
1.28 0.97 -0.80
1.40 -1.74 -0.34
-0.04 0.09 -0.05
1.48 1.46 2.58
0.24 -0.95 0.29
-1.89 1.17 0.37

---

2.
A molecular structure, C28H34BF4N8O2S2Ti in a non-equilibrium geometry, computed with wB97M-V/def2-TZVPD.

**Charge**: -1
**Molecular weight**: 713.439 g mol⁻¹
**Spin multiplicity**: 3
**⟨S²⟩**: 2.031
**HOMO-LUMO gap (spin up / spin down)**: 4.76 / 7.08 eV
**Total energy**: -3746.452927 hartree

Each line ends with the Löwdin spin population.
Atoms and positions in Å:
Ti -0.0501 0.5162 -0.4753  1.223
C -2.6927 -2.0460 0.6156  0.001
C -1.1989 -2.1956 0.9544  0.008
N -0.5158 -0.9209 1.2691  0.007
C -0.7220 -0.4958 2.6604  0.001
C -2.1344 -0.0109 3.0546  0.000
S -2.9509 1.2265 1.9823  0.002
C -4.4302 0.3203 1.3796  0.000
C -4.2476 -0.2852 -0.0175  0.001
N -2.9265 -0.8493 -0.1516  0.009
H -3.2718 -1.9636 1.5357  0.000
H -3.0383 -2.9599 0.1080  0.000
H -0.6803 -2.6231 0.0990  0.002
H -1.0919 -2.8917 1.7953  0.001
H 0.4814 -1.1328 1.1974  0.001
H -0.0234 0.3123 2.8620  0.000
H -0.4827 -1.3330 3.3325  0.000
H -2.0324 0.4758 4.0250  0.000
H -2.8232 -0.8450 3.1725  0.000
H -5.2313 1.0590 1.3548  0.000
H -4.6943 -0.4306 2.1266  0.000
H -4.3560 0.4956 -0.7707  0.000
H -5.0443 -1.0310 -0.1849  0.000
H -2.6574 -0.9440 -1.1228  0.003
C 0.3536 -1.5730 -2.7906  0.007
N -0.3929 -0.4915 -2.1450  0.056
C -1.1840 0.2151 -2.9849  0.302
C -1.7795 1.3830 -2.4653  0.018
C -2.7465 2.2878 -2.9222  0.105
C -2.8547 3.2804 -1.9302  0.011
C -1.9696 2.9427 -0.9168  0.093
N -1.3281 1.7808 -1.2176  0.035
C -0.5168 -2.6204 -3.4617  0.002
C -1.6716 -3.0840 -2.8357  0.002
C -2.4995 -4.0067 -3.4534  0.001
C -2.1786 -4.4982 -4.7114  0.000
C -1.0107 -4.0760 -5.3270  0.001
C -0.1909 -3.1398 -4.7093  0.001
H 0.9829 -2.0624 -2.0498  0.000
H 1.0247 -1.1446 -3.5446  0.001
H -1.3327 -0.0795 -4.0199  0.022
H -3.3074 2.2140 -3.8418  0.006
H -3.5050 4.1422 -1.9543  -0.002
H -1.7649 3.4710 0.0008  0.007
H -1.9121 -2.7105 -1.8517  0.000
H -3.4006 -4.3390 -2.9512  0.000
H -2.8322 -5.2080 -5.2033  0.000
H -0.7382 -4.4763 -6.2964  0.000
H 0.7180 -2.8092 -5.1989  0.000
N 6.8936 0.1083 2.3721  0.000
C 5.7393 0.5798 1.7415  0.000
C 5.8192 1.3441 0.5795  0.000
C 4.6730 1.8409 -0.0162  0.000
C 3.4368 1.5709 0.5411  0.001
C 3.3481 0.8199 1.7043  0.000
C 4.4882 0.3382 2.3095  0.000
S 1.9635 2.2305 -0.2198  0.003
O 1.5987 1.3502 -1.3471  0.006
O 2.2073 3.5768 -0.6473  0.000
N 0.7342 1.9610 0.8032  0.019
C 0.7601 2.7635 1.9267  0.007
N 1.8402 3.5507 2.1328  0.008
C 1.8032 4.3954 3.1489  0.000
C 0.7334 4.4560 4.0263  0.009
C -0.2670 3.5274 3.8126  0.000
N -0.2584 2.6790 2.7926  0.009
H 7.6767 -0.0249 1.7526  0.000
H 6.7321 -0.6947 2.9580  0.000
H 6.7921 1.5356 0.1413  0.000
H 4.7294 2.4421 -0.9146  0.000
H 2.3824 0.5981 2.1302  0.000
H 4.4148 -0.2503 3.2158  0.000
H 2.6783 5.0278 3.2594  0.000
H 0.6947 5.1695 4.8366  0.001
H -1.1156 3.4387 4.4845  0.000
F 1.8714 -0.9636 -0.1387  0.012
B 2.5033 -2.2668 0.0889  0.000
F 1.4565 -3.2069 0.1482  0.000
F 3.1618 -2.2094 1.3162  0.000
F 3.3614 -2.5328 -0.9590  0.000

Atomic forces in eV per Å
-0.47 -2.34 0.78
0.34 0.27 0.17
-0.26 0.04 -0.27
-0.08 -0.40 0.07
-0.38 0.23 0.02
0.19 0.16 -0.31
-0.16 -0.11 0.07
0.38 0.26 0.08
0.19 0.01 0.10
-0.15 -0.12 -0.40
-0.02 -0.10 -0.03
0.05 -0.09 0.10
0.04 -0.02 0.06
0.07 -0.08 -0.07
-0.10 -0.18 0.16
0.00 0.00 -0.01
0.04 0.03 0.01
0.03 -0.13 0.07
0.01 -0.03 0.07
-0.06 -0.05 0.05
-0.05 0.03 -0.01
0.07 0.05 -0.01
-0.08 0.07 0.00
0.08 0.08 0.00
-0.02 0.00 -0.06
-0.15 -0.40 -0.93
-0.24 -0.25 -0.23
-0.34 0.21 0.01
0.13 -0.24 -0.10
0.02 0.01 0.15
-0.14 0.14 -0.06
-1.09 0.89 -0.73
-0.05 0.13 0.08
0.08 -0.04 -0.10
-0.02 0.03 0.07
0.01 -0.05 -0.01
0.01 -0.04 -0.05
0.00 0.00 0.06
-0.01 0.01 0.02
0.04 -0.06 0.03
-0.01 -0.10 0.04
0.06 0.04 -0.04
0.03 0.02 0.04
0.00 -0.03 0.06
-0.06 0.03 0.03
0.00 -0.01 -0.01
0.02 -0.02 0.00
0.00 0.04 -0.01
-0.02 0.04 -0.02
0.01 0.09 -0.02
-0.15 0.06 0.12
0.07 -0.06 -0.06
-0.03 0.09 -0.13
-0.37 0.12 0.10
0.04 0.01 -0.07
0.11 0.07 -0.07
0.93 0.79 -0.11
0.17 -0.08 0.06
0.08 -0.08 0.23
1.48 1.62 1.08
0.26 0.05 0.22
-0.21 0.06 -0.03
-0.02 -0.31 -0.28
-0.03 0.20 0.18
0.04 -0.17 -0.19
-0.34 -0.13 -0.19
0.01 -0.06 0.01
0.05 -0.07 -0.03
-0.02 0.04 -0.04
0.06 0.01 0.01
-0.06 -0.01 0.05
-0.03 -0.04 -0.04
-0.02 0.04 0.07
0.01 -0.04 0.03
0.00 0.05 0.02
0.01 -0.18 0.14
-0.09 -0.08 0.04
0.17 0.06 -0.02
-0.05 -0.01 -0.02
-0.01 0.05 0.02

---

3.
A single C4H6P2 molecule in a non-equilibrium geometry, computed with wB97M-V/def2-TZVPD.

**Relative energy (zero: lowest compared OMol25 entry of this formula, charge and spin)**: 64.11 kcal/mol
**Molecular weight**: 116.040 g mol⁻¹
**HOMO-LUMO gap (spin up / spin down)**: 8.07 / 8.07 eV
**Total energy**: -838.553977 hartree
**SMILES**: [H]/P=C\C=C/C#[PH2]

Each line ends with the Mulliken charge.
Atoms and positions in Å:
H 0.1419 -1.8675 -0.8750  0.058
P 1.3094 -1.1723 -0.7129  -0.010
C 0.6488 0.3004 -1.8140  -0.371
C -0.2972 1.0913 -1.3430  -0.251
C -0.6898 0.9998 0.0516  0.142
C -0.2844 0.0808 0.8839  -0.463
P -0.1875 -0.6489 2.5102  -0.102
H 1.1729 0.4481 -2.7901  0.326
H -0.7821 1.9546 -1.9956  0.221
H -1.2762 1.8199 0.3229  0.399
H -0.3445 -1.9103 2.2121  0.013
H -1.5434 -0.4182 3.0082  0.037

Atomic forces in eV per Å
-0.88 -0.80 -0.33
-1.71 3.72 0.99
1.96 -1.97 -0.43
-0.62 2.03 -1.48
0.03 -0.04 -0.40
2.28 -2.51 -1.44
-0.23 3.49 1.12
-0.87 -0.17 0.78
1.18 -1.86 1.44
-1.31 1.06 0.98
-0.53 -2.69 -0.87
0.69 -0.25 -0.36

---

4.
2 unconnected molecules or ions with the total composition C18H30ClF3N3O2S in a non-equilibrium geometry, computed with wB97M-V/def2-TZVPD.

**Charge**: +1
**Molecular weight**: 444.971 g mol⁻¹
**HOMO-LUMO gap**: 9.19 eV
**Total energy**: -2176.339400 hartree

Each line ends with the Mulliken charge.
Atoms and positions in Å:
C 5.7299 0.6355 0.7836  -0.875
C 5.3407 -0.6307 0.7207  -0.181
C 4.3360 -1.2428 1.6500  -0.840
C 3.0349 -1.6467 0.9601  0.747
C 3.2571 -2.5434 -0.2475  -0.501
C 3.9242 -3.6898 -0.1861  -0.917
C 1.9359 -2.1415 1.9259  -1.186
N 0.7226 -1.3266 1.6666  0.066
C -0.4802 -2.1556 1.4481  -0.781
S -0.8208 -3.0352 2.9926  -0.152
C -2.6157 -3.3914 2.9518  -0.343
C -3.4599 -2.6756 1.9035  -1.117
C 1.0542 -0.4774 0.6524  0.184
N 0.1687 0.2357 -0.0099  0.160
C 0.4368 1.2029 -1.0831  -0.425
C 1.5125 2.2561 -0.7975  -0.665
C 1.5659 2.8094 0.6237  -0.452
Cl -0.0374 3.0147 1.3788  -0.183
N 2.3758 -0.3988 0.4521  0.268
H 6.5144 1.0054 0.1373  0.298
H 5.3057 1.3305 1.4994  0.249
H 5.7519 -1.2746 -0.0482  0.343
H 4.1075 -0.5824 2.4875  0.565
H 4.7674 -2.1583 2.0685  0.397
H 2.8030 -2.2370 -1.1872  0.367
H 4.4380 -4.0894 -1.0498  0.306
H 3.9888 -4.2409 0.7472  0.285
H 2.2318 -2.0492 2.9700  0.294
H 1.7467 -3.1992 1.7479  0.538
H -1.3260 -1.5162 1.2119  0.221
H -0.3072 -2.8455 0.6162  0.489
H -2.9586 -3.0887 3.9385  0.326
H -2.7512 -4.4659 2.8642  0.365
H -3.6785 -1.6505 2.2016  0.302
H -4.4128 -3.1946 1.8121  0.375
H -3.0051 -2.6868 0.9137  0.362
H -0.7974 0.0848 0.2268  0.011
H -0.5037 1.7214 -1.2472  -0.259
H 0.6484 0.6620 -2.0075  0.426
H 1.3405 3.0690 -1.5022  0.483
H 2.5005 1.8640 -1.0465  0.396
H 2.2034 2.2112 1.2681  0.167
H 2.0042 3.8026 0.5893  0.474
H 2.6553 -0.1235 -0.4803  0.404
C -3.0283 3.5611 -1.2058  -0.835
C -3.3661 2.2143 -1.8044  -0.188
O -4.7004 2.1867 -2.3385  -0.345
C -4.8313 2.6764 -3.5688  0.324
O -3.9619 3.1223 -4.2549  -0.500
C -6.3005 2.5448 -4.0339  0.895
F -7.1486 2.9014 -3.0693  -0.241
F -6.5460 1.2691 -4.3596  -0.250
F -6.5174 3.3035 -5.0955  -0.228
H -3.7600 3.8349 -0.4460  0.329
H -2.0417 3.5298 -0.7409  0.123
H -3.0267 4.3395 -1.9676  0.304
H -3.3577 1.4345 -1.0419  0.253
H -2.6614 1.9348 -2.5896  0.367

Atomic forces in eV per Å
0.01 -0.09 -0.04
-0.13 0.28 -0.04
0.15 -0.56 0.04
-1.03 0.70 -0.31
0.01 -0.35 0.28
-0.08 0.07 0.10
0.44 -0.29 0.61
0.32 -0.85 -1.18
-0.27 0.23 0.33
0.01 0.08 0.13
-0.22 0.10 -0.11
0.03 -0.03 0.10
-0.17 0.31 0.37
0.05 -0.15 -0.11
-0.07 0.09 0.00
-0.05 -0.21 -0.01
0.31 0.29 -0.26
-0.02 -0.02 0.02
-0.15 -0.48 -0.40
-0.10 0.08 -0.08
0.09 -0.04 0.11
0.12 -0.08 0.11
-0.03 0.09 -0.07
-0.01 0.01 0.07
0.74 0.50 -0.20
-0.74 -0.54 -0.21
0.81 0.32 0.15
0.01 0.17 0.01
-0.23 0.02 -0.02
-0.02 0.02 0.07
0.03 0.02 -0.01
-0.02 -0.12 0.07
0.18 -0.05 -0.04
0.12 0.07 -0.11
-0.04 0.02 0.04
-0.06 -0.03 -0.04
0.00 0.16 0.14
-0.09 -0.07 0.09
0.14 0.04 -0.02
-0.09 0.00 -0.03
0.09 0.11 0.09
-0.27 -0.19 0.15
0.02 0.03 0.04
0.21 0.32 0.16
-0.15 0.12 -0.08
0.26 -0.09 0.15
-0.01 -0.01 -0.05
-0.01 -0.01 0.01
-0.03 0.00 0.01
0.04 0.02 0.02
-0.02 0.02 0.05
0.01 -0.05 0.00
0.01 0.03 -0.06
0.04 -0.04 0.05
-0.01 0.01 0.02
0.05 -0.04 -0.03
-0.12 0.01 0.00
-0.07 0.06 -0.08